{"formula": "C37H49AuN4P2", "method": "the ωB97M-V functional and the def2-TZVPD basis", "total_energy_ha": -2476.2074, "spin_multiplicity": 3, "charge": 2, "e_above_lowest_kj_mol": 0.0, "gap_ev": [5.56, 5.21], "lumo_ev": [-6.167, -8.021], "elements": ["H", "H", "C", "C", "H", "C", "H", "H", "C", "H", "H", "C", "H", "C", "C", "H", "H", "H", "C", "H", "H", "H", "H", "C", "H", "C", "H", "C", "C", "H", "C", "C", "C", "C", "C", "H", "C", "H", "H", "N", "H", "C", "H", "P", "C", "C", "H", "N", "H", "H", "H", "C", "H", "H", "H", "H", "C", "C", "C", "H", "C", "H", "H", "H", "C", "C", "C", "H", "H", "H", "H", "C", "C", "N", "H", "H", "C", "Au", "P", "H", "H", "C", "H", "C", "N", "H", "H", "C", "H", "H", "H", "C", "C"], "xyz": [[-2.7789, 0.8566, -2.2897], [-1.1429, -2.6855, -4.0909], [4.2416, 1.4495, -2.4793], [0.5705, -1.7091, 2.9273], [1.6034, -1.1616, 4.7642], [3.6233, 1.2089, -1.2777], [1.7867, -1.8997, 1.1106], [3.4677, 2.0375, -5.7447], [-0.9567, 0.0701, -5.1330], [1.6397, 0.9426, -4.5623], [-0.4733, 2.1986, 4.3555], [1.4730, -2.1311, -3.9276], [-5.2369, 3.8570, 0.0790], [2.8956, 2.5630, 1.2034], [-1.2312, -4.4377, 0.5589], [-5.2855, 1.3734, 0.3631], [-2.5696, -6.0970, 0.8131], [2.6964, -1.4717, 2.5626], [-1.1211, -3.0734, 0.3573], [4.2082, 1.1693, -0.3707], [-1.3108, -0.9531, -5.2352], [-2.0785, 1.7536, 4.9094], [-4.5988, -4.6879, 0.6693], [-1.9649, 3.1287, -0.2806], [-0.2216, -2.4065, 2.6379], [-2.4603, -0.5286, 3.4551], [4.1089, 3.8076, 2.4268], [2.1841, 1.0462, -3.6325], [-4.3667, 1.9119, 0.1793], [-1.5686, 0.6914, -5.7879], [-1.4500, 0.6023, 3.2314], [3.5372, 2.8824, 4.9252], [1.5545, 0.7290, -2.4428], [-3.1031, 3.9070, -0.2247], [-1.1399, 1.3550, 4.5230], [-1.6403, -2.4831, -2.4053], [1.8641, -2.0689, 2.1876], [4.5476, 2.4814, 5.0351], [5.3073, 1.6410, -2.4966], [1.5130, 0.9479, -0.0432], [-3.2359, 0.9527, -3.9864], [0.7625, -1.7750, 4.4421], [2.9427, 2.5348, 5.7676], [-0.0229, -0.1717, -2.4202], [-3.1677, 1.1791, 0.0836], [4.1895, 1.7483, -4.9834], [-2.6908, -1.0683, 2.5368], [-3.2155, -0.1626, 0.2126], [3.6227, 3.9680, 4.9779], [0.9122, -2.2608, -1.8759], [-0.7178, 0.7060, 5.2906], [2.2285, 0.9661, -1.2124], [2.1037, -3.1200, 2.3471], [1.5133, 1.1366, 4.4939], [-0.9912, 3.5741, -0.4576], [-1.8675, 1.3196, 2.5163], [-1.1353, 0.5796, -3.7024], [-0.8153, -2.7716, -3.0563], [3.3840, 3.0032, 2.4107], [2.3934, -1.5816, -3.7435], [-3.6195, -4.2366, 0.5799], [-0.3348, -5.0403, 0.6363], [-3.0422, 4.9767, -0.3629], [1.0768, -1.8509, -4.9023], [1.9193, 1.5107, 3.5647], [-2.5998, 0.4289, -3.2722], [0.4480, -1.9358, -2.8129], [4.7147, 0.8589, -5.3429], [-0.1294, -1.4778, 4.9907], [-0.1451, -2.6123, 0.2700], [-0.6012, -3.8237, -2.8703], [2.9515, 2.4501, 3.6207], [3.5214, 1.4512, -3.6809], [-2.1500, -0.8933, 0.0381], [4.9328, 2.5366, -4.8727], [-2.0985, -1.2445, 4.1938], [1.9496, 1.5174, 1.1384], [-0.3347, 0.0487, -0.0429], [-0.0121, -0.0782, 2.2872], [-3.3916, -0.1052, 3.8306], [-4.4040, -2.2501, 0.3191], [-2.2624, -2.2712, 0.2635], [-0.8626, 1.6390, -3.6583], [-2.4817, -5.0295, 0.6648], [-1.9807, 1.8037, -0.1233], [1.7276, -3.1912, -3.9712], [-2.9049, -0.6188, -3.2598], [1.3885, 1.0753, 2.3619], [3.2028, 3.0648, 0.2977], [0.0671, 0.1251, -5.4971], [0.9880, -2.8063, 4.7149], [-3.5229, -2.8710, 0.3860], [-4.3263, 3.2763, 0.0195]]}